{
  "formula": "C27H34FeNO11",
  "method": "ωB97M-V with the def2-TZVPD basis set",
  "species": ["Fe", "C", "C", "C", "O", "C", "C", "C", "O", "O", "O", "H", "H", "C", "C", "C", "O", "C", "C", "C", "O", "O", "O", "H", "H", "C", "C", "C", "C", "C", "C", "N", "O", "C", "C", "C", "H", "H", "H", "H", "H", "H", "H", "H", "H", "H", "H", "H", "H", "H", "H", "H", "H", "H", "C", "C", "O", "C", "H", "H", "H", "H", "H", "H", "C", "C", "O", "C", "H", "H", "H", "H", "H", "H"],
  "positions_angstrom": [[0.058, 0.291, 1.049], [1.161, 1.465, 4.946], [0.918, 1.217, 3.592], [2.165, 1.227, 2.640], [2.060, 0.765, 1.516], [3.320, 1.973, 3.105], [3.460, 2.321, 4.381], [2.408, 1.931, 5.401], [2.488, 2.181, 6.653], [4.640, 2.802, 4.715], [-0.165, 0.934, 3.026], [0.378, 1.346, 5.681], [4.124, 2.030, 2.386], [-2.744, 4.930, -1.075], [-3.317, 5.460, 0.141], [-2.737, 4.799, 1.499], [-3.096, 5.372, 2.527], [-1.878, 3.636, 1.412], [-1.503, 3.191, 0.206], [-1.857, 3.869, -1.116], [-1.464, 3.506, -2.307], [-0.724, 2.191, 0.276], [-4.142, 6.422, 0.252], [-3.124, 5.334, -2.002], [-1.394, 3.272, 2.306], [-1.358, -0.838, -3.334], [0.106, -1.536, -3.309], [0.600, -1.570, -4.824], [2.057, -1.828, -5.002], [2.786, -0.687, -4.195], [2.538, -0.686, -2.678], [1.048, -0.675, -2.471], [0.635, -0.418, -1.085], [3.165, 0.642, -2.192], [3.113, -1.921, -2.033], [-0.091, -2.978, -2.764], [-1.459, 0.026, -3.991], [-1.617, -0.668, -2.289], [-1.979, -1.644, -3.725], [0.200, -0.737, -5.402], [0.173, -2.426, -5.349], [2.291, -1.672, -6.055], [2.473, -2.794, -4.715], [2.819, 0.313, -4.627], [3.822, -1.014, -4.281], [2.386, 1.402, -2.255], [4.096, 0.974, -2.651], [3.352, 0.671, -1.119], [2.967, -2.874, -2.542], [2.590, -2.087, -1.091], [4.192, -1.919, -1.879], [0.821, -3.394, -2.336], [-0.540, -3.672, -3.474], [-0.741, -2.924, -1.891], [-3.381, -2.000, 0.424], [-3.183, -0.563, 0.882], [-2.031, -0.318, 1.136], [-4.339, 0.380, 1.054], [-4.207, -2.448, 0.977], [-2.446, -2.538, 0.578], [-3.548, -2.049, -0.652], [-4.493, 1.052, 0.210], [-4.249, 1.134, 1.836], [-5.224, -0.158, 1.394], [-1.218, -3.423, 2.927], [-0.123, -2.445, 2.958], [0.215, -1.736, 1.975], [0.600, -2.343, 4.275], [-1.497, -3.643, 1.896], [-2.142, -3.105, 3.410], [-0.835, -4.403, 3.212], [1.324, -3.153, 4.359], [-0.063, -2.200, 5.128], [1.362, -1.570, 4.372]],
  "atomic_forces_ev_per_a": [[0.16, 1.25, -1.91], [-0.71, -0.87, -1.65], [1.74, -0.08, 0.44], [1.09, 3.00, 2.75], [-0.62, -1.11, -1.65], [-2.72, -2.65, -3.77], [5.25, 1.15, 2.78], [-1.00, 1.58, 3.26], [1.01, -0.49, -2.27], [-2.99, -0.56, 0.52], [-0.79, -0.65, -0.21], [-0.15, 0.12, 0.02], [0.21, 0.29, 0.16], [-1.75, 1.43, 1.99], [0.31, 0.39, -0.11], [-0.56, 0.45, -0.41], [0.22, -0.29, 0.42], [-2.48, 3.36, 1.42], [2.02, -1.90, -0.28], [0.09, -0.58, -3.66], [-0.06, -0.20, 3.20], [0.98, -1.54, -1.74], [1.25, -1.78, -0.41], [0.16, 0.08, -0.25], [-0.16, -0.23, 0.02], [1.73, -1.68, 0.28], [0.16, 1.63, -0.16], [-1.11, -1.66, 0.91], [0.90, 3.16, 0.48], [1.41, -2.02, -0.37], [-1.63, 0.19, -0.86], [-0.91, 1.01, 0.02], [0.32, -1.27, -1.03], [-0.97, 0.04, 1.49], [0.50, -0.96, 0.77], [0.11, 0.48, 0.75], [0.33, 0.14, 0.41], [-0.04, 0.46, -0.14], [-0.48, -0.03, -0.11], [0.56, 0.50, 0.32], [-1.00, -0.35, 0.29], [0.22, -0.17, -0.24], [-0.52, -0.10, 0.26], [-0.90, -0.05, -0.12], [0.67, 0.26, 0.12], [0.03, 0.14, -0.53], [-0.05, -0.35, -0.53], [0.03, -0.49, 0.20], [-0.37, 0.11, -0.71], [0.22, 0.39, 0.35], [0.23, 0.45, 0.28], [0.22, -0.03, -0.41], [0.02, 0.02, -0.22], [-0.25, 0.10, 0.05], [-0.39, 0.14, -0.25], [0.80, -0.78, 0.05], [-0.14, 1.13, 0.18], [-0.34, 0.53, 0.82], [-0.13, -0.24, -0.19], [-0.19, 0.20, 0.15], [-0.43, 0.11, -0.07], [-0.15, -0.54, -0.51], [1.04, -0.13, 0.26], [-0.28, -0.22, -0.77], [-0.59, -1.26, -1.76], [1.97, 3.31, -1.71], [-1.07, -2.69, 2.56], [1.17, 0.61, 0.08], [-0.01, 0.46, -0.16], [0.31, -0.08, 0.51], [-0.21, 0.05, 0.95], [-0.69, -0.99, 0.32], [-0.04, -0.57, -0.01], [-0.59, 0.90, -0.67]],
  "lowdin_spin": [3.77, 0.00, 0.00, 0.00, 0.03, 0.00, 0.00, 0.00, 0.00, 0.00, 0.05, 0.00, 0.00, 0.00, 0.00, 0.00, 0.00, 0.00, 0.00, 0.00, 0.00, 0.03, 0.00, 0.00, 0.00, 0.00, 0.00, 0.00, 0.00, 0.00, 0.00, 0.01, 0.04, 0.00, 0.00, 0.00, 0.00, 0.00, 0.00, 0.00, 0.00, 0.00, 0.00, 0.00, 0.00, 0.00, 0.00, 0.00, 0.00, 0.00, 0.00, 0.00, 0.00, 0.00, 0.00, 0.00, 0.02, 0.00, 0.00, 0.00, 0.00, 0.00, 0.00, 0.00, 0.00, 0.00, 0.02, 0.00, 0.00, 0.00, 0.00, 0.00, 0.00, 0.00],
  "spin_multiplicity": 5,
  "relative_energy_kj_mol": 375.46,
  "e_homo_ev": [1.206, 1.225],
  "orbital_gap_ev": [4.10, 4.09],
  "charge": -3,
  "lumo_ev": [5.31, 5.31],
  "e_tot_ev": -86943.453
}